Formula: C21H32GeN5O3PbS2Se
Source: OMol25
Level of theory: ωB97M-V with the def2-TZVPD basis set

Output
- largest force on an atom (eV/A) = 0.672
- energy above the lowest of the compared OMol25 structures with the same formula, charge and spin (kJ/mol) = 0.0
- orbital gap (Eh) = 0.2625
- charge = -1
- E_tot (Eh) = -6786.64525
- spin multiplicity = 1

```
66
Properties=species:S:1:pos:R:3:forces:R:3:mulliken_charge:R:1
Pb 0.31710 -0.13574 0.48174 0.047 -0.054 0.668 1.23
N -3.57556 -2.46331 -0.70809 0.020 -0.015 -0.056 -0.48
C -2.25403 -2.17240 -0.42977 -0.048 0.081 -0.029 0.31
S -1.50389 -1.00135 -1.48943 -0.131 -0.036 -0.047 -0.49
N -1.73379 -2.83146 0.55418 0.132 0.028 0.060 -1.22
N -0.39251 -2.55341 0.77516 -0.109 -0.073 -0.083 1.13
C 0.22249 -3.46061 1.42906 0.067 0.080 0.007 -1.13
C 1.65527 -3.50179 1.70545 -0.058 -0.065 -0.073 1.28
C 2.09997 -4.48922 2.59165 -0.017 -0.014 0.018 -0.67
C 3.43910 -4.72723 2.82622 0.016 0.028 -0.019 -0.72
C 4.37747 -3.97018 2.12184 -0.015 -0.023 0.018 -0.44
C 3.97451 -2.99725 1.23364 -0.005 0.059 0.026 -0.48
C 2.60651 -2.70366 1.00734 0.018 -0.005 0.066 -0.45
O 2.27271 -1.73711 0.20982 -0.110 0.011 -0.129 -0.54
H -4.06360 -1.75142 -1.22327 -0.009 0.020 0.026 0.24
H -4.07807 -2.89294 0.05275 -0.003 -0.008 0.020 0.27
H -0.36552 -4.31492 1.77092 0.005 -0.005 0.007 0.24
H 1.35076 -5.08666 3.10146 0.000 -0.007 -0.003 0.36
H 3.75151 -5.49085 3.52569 0.003 -0.004 0.006 0.38
H 5.43654 -4.14645 2.27389 0.003 0.003 0.001 0.38
H 4.69947 -2.39988 0.69316 -0.005 -0.003 -0.009 0.44
N 2.30222 -0.06037 2.73795 -0.084 0.021 -0.039 -0.23
C 2.04074 0.64176 3.99400 0.029 0.036 -0.021 -0.77
C 0.67788 0.24253 4.54677 -0.045 -0.043 0.019 -0.71
C -0.43177 0.64494 3.56883 -0.053 0.255 0.105 0.52
O -0.87545 1.79913 3.64610 0.039 -0.033 -0.041 -0.68
O -0.78713 -0.23703 2.72235 0.087 -0.271 -0.320 -0.63
H 2.27475 -1.06562 2.87727 0.031 0.016 0.013 -0.02
H 3.20893 0.16420 2.34592 -0.022 -0.010 0.009 0.19
H 2.03402 1.71554 3.79077 0.008 -0.004 0.008 0.37
H 2.81186 0.45427 4.75418 0.004 -0.006 0.003 0.35
H 0.51705 0.75775 5.49522 0.000 -0.031 -0.008 0.37
H 0.65107 -0.83868 4.70990 0.006 0.013 0.008 0.33
C -2.46607 4.25034 -3.75294 0.006 -0.005 -0.009 -1.19
Ge -2.01377 4.27570 -1.84406 0.035 0.025 -0.064 0.39
C -2.86165 5.83822 -1.02569 -0.018 0.013 0.018 -1.19
C -0.08305 4.38401 -1.60091 0.023 -0.063 0.028 -0.93
C -2.73005 2.66010 -1.01509 -0.005 -0.129 0.072 -0.71
Se -1.99613 2.43120 0.78204 -0.011 0.099 0.012 -0.10
C -3.34738 1.19304 1.41672 0.003 -0.021 -0.067 -0.57
H -2.09184 5.14231 -4.25708 0.005 0.012 -0.006 0.36
H -3.54868 4.21073 -3.88102 -0.011 -0.001 -0.018 0.36
H -2.03189 3.37353 -4.23410 0.008 -0.009 -0.005 0.34
H -2.40404 6.75817 -1.39225 -0.008 0.016 0.000 0.37
H -2.74574 5.79826 0.05740 0.003 0.002 0.011 0.37
H -3.92708 5.86497 -1.25871 -0.012 0.007 0.005 0.34
H 0.29955 5.34139 -1.95657 0.002 0.015 -0.021 0.39
H 0.42655 3.57591 -2.12769 -0.010 0.019 0.005 0.15
H 0.15709 4.28894 -0.54077 0.019 0.025 0.013 0.36
H -2.50617 1.76807 -1.60223 -0.029 0.010 -0.013 0.28
H -3.81455 2.75794 -0.92906 0.001 0.016 -0.010 0.37
H -4.32032 1.68201 1.38667 0.003 -0.016 0.015 0.42
H -3.06536 0.92634 2.42993 0.031 0.008 0.016 0.21
H -3.33971 0.30595 0.78443 -0.004 0.001 0.019 0.04
S 2.00180 1.08256 -1.89947 0.085 0.110 -0.318 -0.41
C 1.65271 -0.24251 -2.89227 -0.117 0.024 0.135 0.50
N 1.82451 -1.50246 -2.41442 -0.053 0.030 -0.070 0.32
C 1.49621 -2.62071 -3.08818 0.003 0.003 0.014 -0.12
C 0.99818 -2.55649 -4.35223 0.013 0.019 -0.040 -0.73
C 0.80927 -1.27717 -4.91258 -0.007 -0.049 0.010 -0.02
C 1.12389 -0.15276 -4.20711 0.074 0.020 0.003 -0.83
H 2.10739 -1.59440 -1.41363 0.187 -0.139 0.045 0.00
H 1.64589 -3.54705 -2.55195 -0.005 0.007 0.035 0.38
H 0.73502 -3.45754 -4.88423 -0.007 0.000 0.001 0.39
H 0.39228 -1.18584 -5.90782 -0.006 0.007 -0.007 0.37
H 0.96251 0.83667 -4.60780 0.001 0.005 -0.018 0.36
```
Forces are in eV/Å.